# 1
An isolated molecule of C20H19NO4. Source: the Open Molecules 2025 dataset; level of theory: ωB97M-V/def2-TZVPD.

For the strongest force on any atom, the calculation gives 0.53 eV Å⁻¹. The value obtained for the energy above the lowest of the compared OMol25 structures with the same formula, charge and spin is 77.8 kJ/mol. The electronic energy is -1129.26721 hartree. Its structure (SMILES) is NCCc1c(CCCC(=O)O)ccc2c1C(=O)c1ccccc1C2=O.

ORCA input file:
```
! wB97M-V def2-TZVPD RIJCOSX def2/J DEFGRID3
* xyz 0 1
N 0.66 -4.07 -1.52
C 0.45 -2.63 -1.76
C 0.14 -1.90 -0.46
C 0.06 -0.40 -0.64
C -1.15 0.25 -0.92
C -2.47 -0.49 -1.07
C -3.69 0.22 -0.43
C -4.45 -0.70 0.52
C -5.90 -0.28 0.69
O -6.57 0.18 -0.19
O -6.41 -0.41 1.95
C -1.16 1.63 -1.12
C -0.01 2.40 -1.03
C 1.18 1.77 -0.71
C 1.22 0.39 -0.53
C 2.55 -0.20 -0.15
O 2.95 -1.27 -0.53
C 3.38 0.67 0.75
C 4.17 0.13 1.76
C 4.88 0.99 2.58
C 4.81 2.37 2.40
C 4.04 2.91 1.38
C 3.32 2.05 0.56
C 2.44 2.56 -0.53
O 2.72 3.52 -1.21
H 1.56 -4.36 -1.88
H 0.69 -4.26 -0.53
H -0.40 -2.50 -2.44
H 1.33 -2.20 -2.23
H -0.81 -2.28 -0.08
H 0.89 -2.13 0.29
H -2.66 -0.62 -2.14
H -2.39 -1.48 -0.64
H -3.39 1.11 0.11
H -4.39 0.50 -1.21
H -3.99 -0.77 1.51
H -4.48 -1.71 0.10
H -6.05 -1.20 2.37
H -2.09 2.13 -1.36
H -0.02 3.47 -1.18
H 4.20 -0.94 1.87
H 5.48 0.58 3.38
H 5.38 3.00 3.06
H 3.98 3.98 1.23
*
```

---

# 2
An isolated molecule of C20H19NO4S. Source: the Open Molecules 2025 dataset; level of theory: ωB97M-V/def2-TZVPD.

For the strongest force on any atom, the calculation gives 0.95 eV Å⁻¹. The value obtained for the energy above the lowest of the compared OMol25 structures with the same formula, charge and spin is 25.2 kJ/mol. The electronic energy is -1527.44858 hartree. Its structure (SMILES) is O=C(c1cc2ccccc2oc1=O)N(Cc1cccs1)C[C@@H]1CCCO1.

ORCA input file:
```
! wB97M-V def2-TZVPD RIJCOSX def2/J DEFGRID3
* xyz 0 1
O -1.03 -1.90 1.21
C -0.56 -1.38 0.22
C 0.92 -1.18 0.10
C 1.58 -0.53 1.08
C 3.00 -0.32 0.99
C 3.73 0.42 1.92
C 5.09 0.59 1.75
C 5.73 0.03 0.65
C 5.03 -0.71 -0.28
C 3.66 -0.89 -0.11
O 3.00 -1.62 -1.04
C 1.65 -1.80 -1.01
O 1.15 -2.46 -1.89
N -1.33 -0.91 -0.79
C -0.80 -0.20 -1.95
C 0.19 0.86 -1.57
C 1.44 1.06 -2.07
C 2.11 2.14 -1.44
C 1.36 2.73 -0.49
S -0.19 2.01 -0.33
C -2.76 -1.08 -0.72
C -3.48 0.20 -0.25
C -3.46 0.35 1.28
C -4.77 -0.33 1.68
C -5.68 0.04 0.51
O -4.84 0.15 -0.64
H 1.04 -0.11 1.92
H 3.22 0.85 2.77
H 5.65 1.16 2.47
H 6.80 0.17 0.52
H 5.51 -1.15 -1.13
H -1.65 0.25 -2.46
H -0.32 -0.91 -2.64
H 1.87 0.46 -2.85
H 3.11 2.44 -1.70
H 1.62 3.56 0.14
H -3.15 -1.35 -1.70
H -2.96 -1.89 -0.02
H -3.02 1.07 -0.74
H -3.48 1.41 1.55
H -2.59 -0.12 1.72
H -4.63 -1.41 1.74
H -5.16 0.03 2.63
H -6.17 1.00 0.68
H -6.44 -0.72 0.30
*
```

---

# 3
A structure of composition C20H20B3NO40S4. Source: the Open Molecules 2025 dataset; level of theory: ωB97M-V/def2-TZVPD.

For the strongest force on any atom, the calculation gives 2.67 eV Å⁻¹. The value obtained for the energy above the lowest of the compared OMol25 structures with the same formula, charge and spin is 101.1 kJ/mol. The electronic energy is -5506.59768 hartree.

ORCA input file:
```
! wB97M-V def2-TZVPD RIJCOSX def2/J DEFGRID3
* xyz -2 1
N 0.03 -0.98 0.06
H -0.81 -0.58 -0.35
H 0.89 -0.96 -0.50
H -0.29 -1.91 0.32
H 0.30 -0.44 0.89
O 1.65 0.31 5.22
C 2.34 0.77 4.36
O 3.33 1.63 4.55
B 4.08 1.72 3.28
O 3.17 1.14 2.25
C 2.27 0.40 2.86
O 1.39 -0.25 2.37
O 4.50 3.06 2.93
C 5.80 3.07 2.64
O 6.39 4.02 2.22
C 6.35 1.64 2.91
O 5.34 0.91 3.32
O 7.47 1.30 2.70
O -6.21 5.63 -0.92
C -5.07 5.38 -0.78
O -4.53 4.53 0.08
B -3.09 4.35 -0.28
O -2.82 5.32 -1.34
C -3.92 5.99 -1.63
O -4.04 6.85 -2.43
O -2.84 2.97 -0.75
C -1.95 2.38 0.02
O -1.50 1.28 -0.15
C -1.53 3.39 1.12
O -2.24 4.49 0.91
O -0.74 3.17 1.99
O 2.06 0.13 -1.92
C 2.38 1.23 -1.55
O 1.61 2.22 -1.21
B 2.44 3.42 -0.86
O 3.83 2.94 -0.99
C 3.86 1.72 -1.46
O 4.81 1.01 -1.63
O 2.15 4.50 -1.83
C 1.71 5.58 -1.19
O 1.31 6.59 -1.66
C 1.76 5.25 0.33
O 2.15 3.99 0.43
O 1.37 5.96 1.20
C -3.74 -0.80 -3.80
C -3.20 -2.14 -3.28
O -1.94 -2.23 -3.92
S -1.20 -0.81 -3.83
O -0.40 -0.49 -4.95
O -0.71 -0.64 -2.53
O -2.59 0.01 -3.97
H -4.43 -0.31 -3.12
H -4.24 -0.92 -4.76
H -3.74 -3.02 -3.64
H -3.19 -2.14 -2.19
C 5.03 -2.51 0.36
C 3.87 -1.78 -0.37
O 2.68 -2.32 0.20
S 2.98 -3.61 1.08
O 3.01 -4.75 0.23
O 2.19 -3.65 2.25
O 4.45 -3.16 1.47
H 5.89 -1.86 0.51
H 5.37 -3.27 -0.36
H 3.87 -1.98 -1.44
H 3.93 -0.70 -0.25
C -1.73 -0.75 3.53
C -3.13 -1.23 3.97
O -3.97 -0.82 2.88
S -3.15 -1.09 1.54
O -3.70 -0.36 0.47
O -2.94 -2.49 1.38
O -1.81 -0.47 2.15
H -1.01 -1.52 3.82
H -1.42 0.16 4.06
H -3.57 -0.82 4.87
H -3.16 -2.32 4.06
C -3.71 -5.69 -2.46
C -2.31 -5.98 -2.96
O -1.48 -5.88 -1.82
S -2.06 -4.86 -0.72
O -1.36 -3.65 -0.84
O -2.16 -5.43 0.57
O -3.55 -4.81 -1.36
H -4.22 -6.59 -2.10
H -4.41 -5.22 -3.15
H -1.97 -5.23 -3.69
H -2.22 -6.97 -3.40
*
```

---

# 4
A structure of composition C20H20BCl2IrN9O2. Source: the Open Molecules 2025 dataset; level of theory: ωB97M-V/def2-TZVPD.

For the strongest force on any atom, the calculation gives 3.11 eV Å⁻¹. The value obtained for the energy above the lowest of the compared OMol25 structures with the same formula, charge and spin is 220.3 kJ/mol. The electronic energy is -2466.44445 hartree.

ORCA input file:
```
! wB97M-V def2-TZVPD RIJCOSX def2/J DEFGRID3
* xyz 2 2
Ir 0.43 -0.20 -1.36
C -2.43 -2.26 1.13
C -1.26 -2.29 0.36
N -0.86 -1.05 0.10
N -1.74 -0.21 0.68
C -2.70 -0.93 1.30
B -1.67 1.31 0.49
N -2.01 1.57 -0.98
C -2.86 2.37 -1.64
C -2.68 2.19 -2.99
C -1.67 1.23 -3.09
N -1.27 0.87 -1.87
N -0.26 1.85 0.66
C 0.17 3.00 1.21
C 1.53 3.10 1.04
C 1.89 1.95 0.34
N 0.80 1.20 0.14
N -2.57 1.95 1.58
C -3.82 2.30 1.63
C -4.13 2.65 3.01
C -2.92 2.43 3.70
N -2.01 1.97 2.88
H -2.98 -3.11 1.49
H -0.71 -3.15 0.01
H -3.51 -0.46 1.83
H -3.53 3.04 -1.13
H -3.20 2.67 -3.80
H -1.22 0.79 -3.96
H -0.51 3.70 1.68
H 2.18 3.89 1.36
H 2.86 1.64 -0.02
H -4.47 2.29 0.77
H -5.07 2.97 3.42
H -2.71 2.54 4.76
N 1.26 -2.29 -1.73
C 1.65 -2.89 -0.47
C 2.29 -2.11 0.47
C 2.63 -2.63 1.71
C 2.32 -3.95 2.00
C 1.66 -4.73 1.06
C 1.34 -4.21 -0.18
H 0.74 -2.92 -2.32
H 2.12 -1.96 -2.27
H 2.53 -1.07 0.22
H 3.13 -2.02 2.44
H 2.60 -4.37 2.96
H 1.40 -5.76 1.30
H 0.87 -4.84 -0.94
Cl 4.11 2.51 -3.31
C 4.55 0.86 -2.91
Cl 5.53 0.77 -1.43
C 3.32 -0.01 -2.63
O 3.42 -1.18 -2.98
O 2.35 0.59 -2.02
H 5.09 0.41 -3.72
*
```